ORCA calculation (ωB97M-V/def2-TZVPD) on a structure of composition C34H35GeN6O5S2W.

Properties
spin multiplicity = 4
total charge = +2
LUMO level (spin up / spin down) = -0.2376 / -0.2633 Ha
ΔE to the lowest compared entry with this formula, charge and spin = 0.0 kJ/mol

The geometry in XYZ format:
```
84
Properties=species:S:1:pos:R:3:forces:R:3
W -0.0910 0.4934 -0.0910 -0.152 0.068 0.558
N 3.9305 -0.7161 1.1315 -0.042 0.005 0.001
C 2.6104 -0.5204 0.9840 0.101 -0.019 0.054
S 2.0710 -0.2254 -0.6861 0.316 -0.033 -0.096
N 1.8500 -0.5356 2.0322 -0.049 -0.045 -0.044
N 0.4995 -0.3265 1.7675 0.166 0.028 -0.249
C -0.2720 -0.5343 2.7850 -0.179 -0.014 -0.001
C -1.7099 -0.4143 2.7988 0.087 0.002 0.019
C -2.3741 -0.7696 3.9812 -0.096 0.011 -0.020
C -3.7512 -0.7149 4.0632 0.097 -0.017 0.033
C -4.4877 -0.2987 2.9589 -0.067 0.018 -0.056
C -3.8581 0.0594 1.7782 0.044 -0.005 0.069
C -2.4762 0.0040 1.6965 0.002 0.009 -0.019
O -1.8919 0.3802 0.5334 -0.135 0.002 0.023
H 4.5193 -0.8343 0.3262 -0.005 0.001 -0.008
H 4.2800 -1.0076 2.0305 -0.008 0.002 0.007
H 0.2224 -0.8448 3.7017 0.004 -0.011 -0.004
H -1.7904 -1.0923 4.8346 0.005 -0.002 0.003
H -4.2521 -0.9907 4.9804 -0.003 0.000 0.002
H -5.5673 -0.2559 3.0196 0.001 0.004 -0.004
H -4.4192 0.3729 0.9084 -0.013 -0.006 -0.001
C 3.4124 4.8798 2.3231 -0.016 0.022 -0.009
C 2.3851 3.7612 2.2424 0.025 0.015 0.040
S 1.6560 3.6055 0.6393 0.007 -0.047 0.041
O 0.7789 2.4068 0.7336 -0.029 0.120 -0.057
O 2.6465 3.6154 -0.3932 0.048 -0.021 -0.009
C 0.5654 5.0121 0.4250 -0.051 0.012 0.049
C 0.1977 5.2545 -1.0456 0.010 0.009 -0.053
N -0.0673 3.9912 -1.7522 -0.132 -0.064 0.095
C -0.9501 3.0749 -1.3055 -0.008 0.131 -0.061
N -0.6441 1.8614 -1.7689 0.033 -0.134 -0.166
C 0.4402 2.0192 -2.6145 0.021 0.018 -0.008
C 0.8042 3.3151 -2.5908 0.056 0.036 -0.087
N 1.8938 3.9219 -3.3210 -0.012 -0.109 -0.007
O 1.9645 5.1340 -3.3279 0.035 0.008 -0.037
O 2.6371 3.1493 -3.8752 -0.012 0.046 0.001
C -2.0950 3.3786 -0.4067 0.005 -0.015 0.009
H 3.8814 4.8432 3.3047 0.015 0.008 -0.006
H 2.9582 5.8644 2.2158 0.005 -0.001 -0.003
H 4.1839 4.7589 1.5656 0.003 -0.002 0.003
H 1.5603 3.8716 2.9494 -0.014 -0.010 -0.015
H 2.8320 2.7744 2.3961 -0.018 -0.005 -0.014
H 1.0939 5.8869 0.8065 0.031 -0.028 0.015
H -0.2985 4.8249 1.0621 -0.003 0.021 0.003
H 1.0071 5.7438 -1.5745 -0.023 0.011 0.031
H -0.6802 5.8955 -1.1026 -0.001 0.001 0.015
H 0.8745 1.2061 -3.1711 -0.001 -0.005 -0.009
H -2.3989 4.4191 -0.5045 -0.010 0.002 -0.002
H -1.8584 3.1733 0.6393 0.004 0.010 -0.013
H -2.9318 2.7411 -0.6841 0.002 0.008 0.008
C -4.5473 -3.2581 0.6057 -0.010 0.011 -0.011
C -4.2729 -2.7828 -0.6704 -0.012 -0.012 0.037
C -2.9669 -2.5099 -1.0414 0.044 0.013 -0.055
C -1.9144 -2.7083 -0.1399 -0.042 -0.055 0.030
C -2.2095 -3.1677 1.1480 0.025 -0.036 0.015
C -3.5160 -3.4494 1.5139 -0.001 0.000 -0.009
Ge -0.1183 -2.4931 -0.8017 -0.056 -0.007 0.006
C 1.3583 -3.3626 0.0703 0.080 -0.019 -0.016
C 1.3332 -3.7987 1.3960 -0.091 0.021 0.030
C 2.4264 -4.4456 1.9504 0.046 -0.011 -0.020
C 3.5628 -4.6681 1.1858 -0.009 0.008 -0.003
C 3.6124 -4.2236 -0.1297 0.008 -0.019 0.034
C 2.5239 -3.5672 -0.6784 -0.013 0.020 -0.042
C -0.0168 -2.3407 -2.7204 -0.044 0.117 -0.041
C 0.6033 -3.3240 -3.4916 0.021 -0.079 0.041
C 0.6308 -3.2198 -4.8760 -0.003 0.009 0.006
C 0.0441 -2.1327 -5.5053 -0.004 -0.004 0.022
C -0.5922 -1.1556 -4.7499 0.004 -0.004 -0.047
C -0.6269 -1.2626 -3.3690 -0.011 0.026 -0.005
H -5.5662 -3.4879 0.8889 -0.001 -0.003 -0.001
H -5.0747 -2.6483 -1.3840 0.000 0.005 -0.005
H -2.7676 -2.1761 -2.0518 0.010 0.008 -0.003
H -1.4268 -3.3423 1.8713 -0.003 0.022 -0.007
H -3.7267 -3.8290 2.5049 0.003 -0.002 0.003
H 0.4666 -3.6328 2.0202 0.008 -0.030 -0.021
H 2.3894 -4.7833 2.9773 -0.009 0.001 0.004
H 4.4099 -5.1868 1.6146 0.004 -0.003 0.000
H 4.4985 -4.3920 -0.7273 0.000 -0.002 -0.007
H 2.5908 -3.2028 -1.6960 -0.009 -0.007 0.000
H 1.0524 -4.1920 -3.0247 0.006 0.007 0.005
H 1.1095 -3.9926 -5.4619 0.001 -0.005 0.002
H 0.0699 -2.0528 -6.5836 -0.001 0.002 -0.003
H -1.0735 -0.3203 -5.2425 0.001 0.003 0.012
H -1.1560 -0.5029 -2.8013 0.013 -0.009 0.029
```
Positions in Å, forces in eV/Å.

Charges obtained by Mulliken population analysis, quoted in units of e: atom 1 (W): 1.8216, atom 2 (N): -0.3155, atom 3 (C): 0.7205, atom 4 (S): -0.5627, atom 5 (N): -1.3849, atom 6 (N): 1.1655, atom 7 (C): -0.5935, atom 8 (C): 0.8205, atom 9 (C): -1.0332, atom 10 (C): -0.9006, atom 11 (C): -0.5924, atom 12 (C): -0.3268, atom 13 (C): 0.4971, atom 14 (O): -0.5758, atom 15 (H): 0.2309, atom 16 (H): 0.2763, atom 17 (H): 0.4907, atom 18 (H): 0.4801, atom 19 (H): 0.4605, atom 20 (H): 0.4994, atom 21 (H): 0.5402, atom 22 (C): -1.2190, atom 23 (C): -0.4526, atom 24 (S): 1.1173, atom 25 (O): -0.8693, atom 26 (O): -0.7870, atom 27 (C): -0.8406, atom 28 (C): -0.9349, atom 29 (N): 0.3232, atom 30 (C): 0.3533, atom 31 (N): -0.3975, atom 32 (C): -0.3762, atom 33 (C): -0.3641, atom 34 (N): 1.2071, atom 35 (O): -0.6566, atom 36 (O): -0.5945, atom 37 (C): -1.5876, atom 38 (H): 0.4096, atom 39 (H): 0.3374, atom 40 (H): 0.3538, atom 41 (H): 0.4050, atom 42 (H): 0.3946, atom 43 (H): 0.7197, atom 44 (H): 0.3564, atom 45 (H): 0.4303, atom 46 (H): 0.4002, atom 47 (H): 0.7774, atom 48 (H): 0.4532, atom 49 (H): 0.2099, atom 50 (H): 0.4539, atom 51 (C): -0.5114, atom 52 (C): -0.9715, atom 53 (C): 0.0493, atom 54 (C): 1.0415, atom 55 (C): -0.0324, atom 56 (C): -1.0302, atom 57 (Ge): -0.5125, atom 58 (C): 1.4098, atom 59 (C): -0.0185, atom 60 (C): -1.0287, atom 61 (C): -0.5263, atom 62 (C): -0.8949, atom 63 (C): -0.3897, atom 64 (C): 0.7843, atom 65 (C): -0.4740, atom 66 (C): -0.8069, atom 67 (C): -0.6568, atom 68 (C): -0.8875, atom 69 (C): -0.4955, atom 70 (H): 0.4640, atom 71 (H): 0.4714, atom 72 (H): 0.3870, atom 73 (H): 0.0677, atom 74 (H): 0.5026, atom 75 (H): 0.2478, atom 76 (H): 0.4671, atom 77 (H): 0.4426, atom 78 (H): 0.4603, atom 79 (H): 0.5207, atom 80 (H): 0.5443, atom 81 (H): 0.4573, atom 82 (H): 0.4224, atom 83 (H): 0.4865, atom 84 (H): 0.6700

ORCA calculation (ωB97M-V/def2-TZVPD) on a structure of composition C34H35IInN6O3SSi.

Properties
total charge = -1
LUMO level = 0.0876 Ha
ΔE to the lowest compared entry with this formula, charge and spin = 419.2 kJ/mol

The geometry in XYZ format:
```
82
Properties=species:S:1:pos:R:3:forces:R:3
In -0.0478 0.0210 -0.5099 -0.182 0.154 0.794
C 3.5504 2.7071 0.0391 0.094 0.236 0.392
C 3.9958 2.6827 1.4391 0.023 0.091 -0.277
C 3.7784 1.6312 2.2191 -0.130 -0.112 0.070
C 2.9695 0.4424 1.7683 0.030 -0.056 -0.093
N 2.6413 0.4984 0.2742 -0.126 -0.099 0.041
C 2.9803 1.6405 -0.5051 -0.008 -0.350 0.061
N 1.9920 0.1825 2.7774 0.068 -0.209 -0.260
C 0.7589 -0.1503 2.8035 -0.073 0.213 -0.084
N -0.2611 -0.1811 1.8427 -0.041 -0.347 0.336
C -1.3876 -0.6933 2.4254 0.036 0.231 -0.081
N -2.5834 -0.9545 1.9815 0.035 -0.056 -0.206
C -3.1045 -0.8151 0.7087 0.292 0.249 -0.142
C -4.4582 -1.1956 0.5742 0.070 -0.018 0.164
C -5.1096 -1.0500 -0.6244 -0.045 -0.015 0.050
C -4.4277 -0.4918 -1.7047 -0.094 -0.021 0.047
C -3.1130 -0.1470 -1.5214 0.275 -0.124 0.431
N -2.4419 -0.3253 -0.3629 -0.298 -0.339 0.141
C -1.1217 -0.9613 3.8756 -0.019 -0.014 -0.246
C -1.9205 -1.4946 4.8683 -0.188 -0.047 0.053
C -1.3550 -1.6601 6.1296 0.048 0.021 -0.022
C -0.0251 -1.3050 6.3711 -0.025 0.036 -0.063
C 0.7692 -0.7779 5.3557 0.030 0.010 0.083
C 0.1881 -0.6115 4.1137 0.080 0.049 -0.247
H 3.7014 3.5955 -0.5606 0.024 -0.020 0.027
H 4.5566 3.5306 1.8152 -0.006 -0.021 0.001
H 4.1632 1.5719 3.2311 -0.069 0.054 -0.048
H 2.7001 1.5826 -1.5511 -0.074 -0.045 0.130
H -4.9439 -1.5973 1.4554 0.024 0.022 -0.101
H -6.1467 -1.3526 -0.7256 0.054 0.013 0.031
H -4.9038 -0.3337 -2.6626 0.015 0.005 0.014
H -2.5466 0.2912 -2.3285 0.157 -0.040 -0.063
H -2.9493 -1.7757 4.6556 0.184 0.045 0.026
H -1.9477 -2.0792 6.9359 0.030 0.033 -0.045
H 0.3930 -1.4457 7.3623 -0.028 -0.007 -0.052
H 1.8082 -0.5111 5.5177 -0.088 -0.015 -0.012
C 6.1016 -1.1126 0.6276 -0.005 0.001 -0.165
C 5.5971 -1.2227 -0.7459 0.263 -0.025 0.177
C 4.3283 -0.8704 -1.0035 -0.238 0.145 0.188
N 3.4434 -0.7076 0.0424 -0.097 0.089 0.110
C 3.8139 -0.8557 1.4616 -0.064 0.249 -0.253
C 5.2985 -0.8659 1.6658 -0.113 0.026 0.095
H 7.1749 -1.1662 0.7826 -0.057 0.017 -0.026
H 6.2634 -1.4896 -1.5563 -0.044 0.010 0.084
H 3.9162 -0.7576 -2.0008 -0.057 -0.002 0.031
H 3.3348 -1.7252 1.9206 -0.056 -0.050 0.006
H 5.6819 -0.6784 2.6661 0.000 -0.049 -0.154
C -2.5086 2.7092 0.0289 -0.269 -0.193 0.016
Si -0.6480 2.5345 -0.2656 0.016 0.114 -0.078
C -0.2578 3.7032 -1.6912 0.192 -0.037 -0.250
C 0.0382 3.3242 1.3063 0.120 -0.207 0.289
H -2.7385 3.7485 0.3021 0.055 -0.128 -0.059
H -2.8302 2.0585 0.8556 0.029 0.190 -0.168
H -3.1039 2.4416 -0.8536 0.073 0.084 0.184
H -0.4880 4.7405 -1.4123 0.013 -0.134 -0.043
H -0.8498 3.4358 -2.5779 0.142 0.065 0.153
H 0.8009 3.6357 -1.9764 -0.232 0.047 0.038
H -0.4481 4.2981 1.4613 0.082 -0.151 -0.042
H 1.1186 3.4775 1.2750 0.005 -0.002 0.017
H -0.1837 2.6872 2.1777 0.062 0.192 -0.207
I -0.8229 -3.4791 -0.5727 0.057 -0.042 0.012
C 0.7632 -2.0223 -0.4292 -0.329 0.273 -0.317
H 1.4144 -2.2489 -1.2639 0.068 -0.072 -0.045
H 1.2467 -2.2551 0.5108 0.076 0.058 0.114
C -1.0689 1.0073 -9.1778 0.063 -0.033 0.057
C -0.6158 0.6861 -7.7741 -0.023 0.038 -0.041
C -1.2256 -0.3221 -7.0339 -0.022 -0.021 -0.046
C -0.8240 -0.6006 -5.7340 0.097 0.024 0.029
C 0.2065 0.1358 -5.1656 -0.127 0.096 -0.124
C 0.8343 1.1435 -5.8918 -0.004 -0.093 0.120
C 0.4215 1.4108 -7.1872 0.013 -0.005 -0.042
S 0.7226 -0.2084 -3.5027 -0.091 -0.102 -0.110
O -0.5250 -0.6304 -2.8163 0.515 0.225 -0.287
O 1.7310 -1.2421 -3.5853 -0.059 -0.109 -0.038
O 1.2240 1.0520 -2.9632 -0.042 -0.027 -0.103
H -1.9643 0.4436 -9.4434 0.040 0.014 0.013
H -0.2898 0.7688 -9.9076 -0.046 0.008 0.038
H -1.2955 2.0710 -9.2768 -0.001 -0.029 -0.015
H -2.0325 -0.8981 -7.4791 0.052 0.065 0.037
H -1.3086 -1.3781 -5.1521 0.046 0.094 -0.044
H 1.6294 1.7157 -5.4229 -0.120 -0.059 -0.062
H 0.9088 2.2006 -7.7545 -0.061 -0.062 0.064
```
Positions in Å, forces in eV/Å.

Charges obtained by Mulliken population analysis, quoted in units of e: atom 1 (In): 2.6530, atom 2 (C): -0.9242, atom 3 (C): -0.3751, atom 4 (C): -1.3008, atom 5 (C): 0.9290, atom 6 (N): 0.7585, atom 7 (C): -0.5142, atom 8 (N): -0.2786, atom 9 (C): -0.9126, atom 10 (N): 0.1227, atom 11 (C): -0.0154, atom 12 (N): -0.3185, atom 13 (C): -0.1010, atom 14 (C): -0.6925, atom 15 (C): -0.4890, atom 16 (C): -1.1646, atom 17 (C): -0.6693, atom 18 (N): 0.5157, atom 19 (C): -0.2983, atom 20 (C): 0.0425, atom 21 (C): -0.6871, atom 22 (C): -0.6108, atom 23 (C): -0.1542, atom 24 (C): 0.0904, atom 25 (H): 0.4146, atom 26 (H): 0.3911, atom 27 (H): 0.5592, atom 28 (H): 0.6439, atom 29 (H): 0.4943, atom 30 (H): 0.3865, atom 31 (H): 0.4405, atom 32 (H): 0.8356, atom 33 (H): 0.5292, atom 34 (H): 0.3965, atom 35 (H): 0.3940, atom 36 (H): 0.5063, atom 37 (C): -0.1453, atom 38 (C): -0.9388, atom 39 (C): -0.1354, atom 40 (N): 0.2202, atom 41 (C): -0.0230, atom 42 (C): -1.3550, atom 43 (H): 0.3622, atom 44 (H): 0.4054, atom 45 (H): 0.3425, atom 46 (H): 0.3927, atom 47 (H): 0.3741, atom 48 (C): -1.1721, atom 49 (Si): 0.5984, atom 50 (C): -1.1613, atom 51 (C): -1.0399, atom 52 (H): 0.4704, atom 53 (H): 0.2212, atom 54 (H): 0.2113, atom 55 (H): 0.3791, atom 56 (H): 0.2635, atom 57 (H): 0.1995, atom 58 (H): 0.5465, atom 59 (H): 0.1975, atom 60 (H): 0.1641, atom 61 (I): -0.1374, atom 62 (C): -1.8319, atom 63 (H): 0.5159, atom 64 (H): 0.5931, atom 65 (C): -1.3897, atom 66 (C): 1.0325, atom 67 (C): -0.7870, atom 68 (C): -0.5897, atom 69 (C): -0.2562, atom 70 (C): -0.4542, atom 71 (C): -0.7379, atom 72 (S): 1.6861, atom 73 (O): -0.6196, atom 74 (O): -0.7390, atom 75 (O): -0.7120, atom 76 (H): 0.3318, atom 77 (H): 0.3063, atom 78 (H): 0.3320, atom 79 (H): 0.2658, atom 80 (H): 0.4456, atom 81 (H): 0.4324, atom 82 (H): 0.3378

The highest total charge belongs to which entry?
C34H35GeN6O5S2W

Which formula does entry 2 have?
C34H35IInN6O3SSi